<i>
{"formula": "C4H3PS", "method": "ωB97M-V with the def2-TZVPD basis set", "spin_multiplicity": 1, "smiles": "S=C=C=P1=CC1", "e_homo_ev": -8.5, "orbital_gap_ha": 0.2467, "symbols": ["C", "C", "C", "H", "P", "H", "H", "S", "C"], "positions_angstrom": [[-1.151, -0.045, -0.401], [1.308, -1.141, -0.677], [-0.328, 0.345, 0.826], [-2.177, 0.086, -0.458], [-0.159, -1.423, 0.366], [-0.656, 0.612, 1.833], [-0.702, 0.280, -1.251], [1.767, 1.434, 0.168], [2.098, -0.148, -0.405]], "lowdin_charge": [-0.35, -0.35, -0.39, 0.05, 0.90, 0.05, 0.03, 0.69, -0.62]}

=====

<ii>
{"formula": "C4H3PS", "method": "ωB97M-V with the def2-TZVPD basis set", "spin_multiplicity": 1, "e_homo_ev": -8.7, "orbital_gap_ha": 0.3093, "symbols": ["S", "C", "C", "H", "H", "C", "P", "H", "C"], "positions_angstrom": [[0.787, 1.632, 1.099], [2.042, -0.512, -0.471], [1.801, 0.501, 0.252], [-0.796, 0.658, -1.430], [-1.410, -0.049, 1.285], [-0.515, 0.148, 0.703], [0.438, -1.345, 0.006], [-1.593, -0.880, -0.752], [-0.754, -0.153, -0.693]], "lowdin_charge": [0.81, -0.31, -0.61, 0.10, 0.07, -0.63, 0.94, 0.07, -0.45]}

=====

It is <i> that is the least stable of them.

=====

<i>
{"formula": "C12H18N2O4S", "method": "ωB97M-V with the def2-TZVPD basis set", "spin_multiplicity": 1, "smiles": "COc1ccc(OC)c(S(=O)(=O)N2CCNCC2)c1", "e_homo_ev": -8.6, "orbital_gap_ha": 0.3435, "symbols": ["H", "H", "O", "H", "C", "O", "C", "C", "C", "H", "C", "C", "C", "H", "C", "H", "H", "C", "C", "H", "H", "N", "C", "H", "H", "H", "O", "H", "H", "H", "N", "C", "H", "O", "H", "S", "H"], "positions_angstrom": [[-2.556, -1.223, -1.901], [-0.854, -3.095, -0.341], [-0.764, 0.173, -1.893], [1.802, -2.424, 0.237], [2.436, 0.962, 1.826], [2.476, 3.771, -0.445], [1.598, 0.046, 1.189], [2.706, 2.190, 1.264], [-3.304, -0.221, -0.309], [2.865, 0.689, 2.779], [1.302, 1.644, -0.601], [-2.095, -0.190, 0.664], [-1.593, -2.533, 0.228], [-1.601, 0.783, 0.652], [-2.984, -2.585, -0.452], [-2.402, -0.413, 1.689], [-3.043, -3.431, -1.138], [1.036, 0.415, -0.026], [2.148, 2.548, 0.034], [-1.629, -2.925, 1.250], [3.354, 2.896, 1.759], [-3.269, -1.372, -1.191], [2.008, -2.274, 1.299], [0.817, 1.858, -1.539], [-3.316, 0.673, -0.932], [-3.770, -2.694, 0.301], [1.314, -1.144, 1.810], [2.255, 3.496, -2.492], [-4.238, -0.267, 0.260], [3.087, -2.162, 1.452], [-1.104, -1.171, 0.285], [1.943, 4.171, -1.689], [0.851, 4.220, -1.660], [0.621, -1.795, -1.438], [2.347, 5.165, -1.873], [-0.089, -0.656, -0.927], [1.644, -3.124, 1.872]], "lowdin_charge": [0.09, 0.11, -0.28, 0.07, 0.02, -0.08, -0.28, 0.02, -0.20, 0.13, 0.01, -0.17, -0.17, 0.12, -0.19, 0.13, 0.11, -0.18, -0.27, 0.12, 0.12, -0.07, -0.06, 0.10, 0.11, 0.11, -0.11, 0.10, 0.11, 0.10, -0.25, -0.08, 0.10, -0.29, 0.09, 0.70, 0.09]}

=====

<ii>
{"formula": "C12H18N2O4S", "method": "ωB97M-V with the def2-TZVPD basis set", "spin_multiplicity": 1, "smiles": "CCOC(=O)[C@@](CC)(CCC(=O)O)c1csc(N)n1", "e_homo_ev": -8.6, "orbital_gap_ha": 0.3298, "symbols": ["H", "H", "C", "C", "H", "H", "H", "H", "C", "N", "C", "H", "H", "H", "O", "H", "C", "C", "C", "H", "H", "H", "C", "O", "H", "H", "N", "H", "C", "O", "H", "C", "H", "O", "C", "C", "S"], "positions_angstrom": [[-0.043, -0.916, 5.397], [1.840, 0.958, 1.997], [2.299, 0.969, 1.012], [-0.669, -1.956, -3.190], [-1.385, -1.279, -0.885], [2.001, -1.102, 0.535], [-2.238, 3.337, -3.744], [-0.110, -2.234, -0.142], [0.184, -0.108, -0.001], [-1.732, 2.485, -3.579], [1.724, -0.129, 0.126], [3.369, 0.815, 1.133], [-1.351, -0.196, -2.871], [1.369, -0.849, 4.331], [-1.235, 0.553, 1.865], [-0.294, -2.569, 3.550], [0.300, -0.662, 4.398], [-0.424, -0.206, 1.405], [-1.246, 2.257, -2.339], [-1.998, 1.677, -4.121], [1.119, -2.359, -2.086], [0.838, -0.655, -2.482], [0.365, -1.575, -2.138], [0.042, -1.275, 2.050], [2.163, -0.042, -0.869], [-1.517, -1.269, 3.400], [-0.835, 1.102, -1.928], [-0.072, 2.682, 0.894], [-0.360, 2.380, -0.090], [-1.558, -0.997, -3.436], [0.111, 0.394, 4.222], [-0.448, -1.502, 3.374], [2.147, 1.949, 0.568], [-0.688, -3.012, -3.759], [-0.323, 1.150, -0.657], [-0.301, -1.362, -0.767], [-1.043, 3.547, -1.172]], "lowdin_charge": [0.08, 0.07, -0.07, -0.56, 0.14, 0.12, 0.09, 0.13, -0.30, 0.11, -0.16, 0.08, 0.05, 0.08, 0.13, 0.13, -0.06, -0.46, -0.66, 0.10, 0.13, 0.11, -0.09, -0.01, 0.12, 0.12, 0.07, 0.08, -0.35, 0.07, 0.07, -0.20, 0.07, 0.10, -0.30, -0.10, 1.06]}

=====

It is <i> that is the least stable of them.

=====

<i>
{"formula": "C5H11N2O", "method": "ωB97M-V with the def2-TZVPD basis set", "spin_multiplicity": 3, "e_homo_ev": [-9.9, -14.8], "orbital_gap_ha": [0.2655, 0.2726], "charge": 1, "symbols": ["N", "H", "H", "C", "H", "H", "H", "C", "H", "C", "C", "H", "O", "H", "C", "H", "N", "H", "H"], "positions_angstrom": [[-0.711, 0.349, -1.141], [-2.806, 0.552, 2.094], [-0.981, 0.641, -2.137], [0.411, -0.486, -0.641], [0.156, -1.513, -1.039], [-1.119, 0.971, 3.045], [-0.103, -1.323, 1.396], [-1.771, 0.284, 2.298], [2.271, -1.134, -2.372], [-1.535, 0.706, -0.223], [0.135, -0.387, 0.899], [1.034, 0.123, 1.308], [1.727, -0.106, -0.682], [-1.487, -0.785, 2.549], [2.523, -0.154, -1.898], [-2.492, 1.150, -0.365], [-1.082, 0.441, 1.000], [3.523, 0.036, -1.502], [2.309, 0.637, -2.589]], "lowdin_charge": [0.14, 0.10, 0.22, -0.29, 0.19, 0.18, 0.13, 0.05, 0.11, -0.22, -0.01, 0.17, -0.14, 0.12, -0.01, 0.13, -0.06, 0.11, 0.08]}

=====

<ii>
{"formula": "C5H11N2O", "method": "ωB97M-V with the def2-TZVPD basis set", "spin_multiplicity": 3, "e_homo_ev": [-10.0, -14.7], "orbital_gap_ha": [0.2566, 0.2975], "charge": 1, "symbols": ["H", "H", "H", "H", "O", "C", "H", "N", "C", "C", "C", "H", "H", "H", "C", "H", "N", "H", "H"], "positions_angstrom": [[0.196, 2.158, 1.112], [-0.848, -1.699, -1.326], [1.283, -1.891, 0.238], [-0.286, 0.685, -2.218], [-2.242, -0.031, 1.042], [0.043, 0.334, -0.003], [-0.286, 2.424, -0.294], [-0.399, 1.741, 0.456], [0.498, 0.408, -1.465], [1.153, 0.065, 1.021], [1.569, -1.207, 1.104], [1.372, 0.738, 1.898], [-1.314, 1.668, 0.855], [1.355, 1.149, -1.679], [-1.435, -0.564, 0.236], [0.754, -0.579, -1.876], [-1.505, -1.563, -0.577], [-2.207, -2.343, -0.394], [2.299, -1.492, 1.868]], "lowdin_charge": [0.13, 0.11, 0.10, 0.11, 0.05, -0.32, 0.17, 0.23, -0.04, -0.13, 0.02, 0.14, 0.13, 0.13, -0.39, 0.08, 0.21, 0.19, 0.09]}

=====

It is <i> that is the least stable of them.

=====

<i>
{"formula": "C18H24N4O4", "method": "ωB97M-V with the def2-TZVPD basis set", "spin_multiplicity": 1, "smiles": "CCCCN(C(=O)/C=C/c1ccco1)c1c(N)n(CCC)c(=O)[nH]c1=O", "e_homo_ev": -8.3, "orbital_gap_ha": 0.3119, "symbols": ["N", "H", "C", "H", "H", "H", "H", "H", "C", "C", "H", "H", "N", "C", "C", "H", "C", "H", "H", "H", "C", "H", "O", "C", "C", "C", "H", "H", "N", "H", "O", "H", "H", "H", "C", "H", "C", "C", "H", "C", "H", "O", "H", "C", "C", "O", "N", "H", "C", "C"], "positions_angstrom": [[2.281, 2.880, -0.412], [-3.141, 1.763, 0.068], [1.854, 0.445, 0.679], [-1.864, -2.573, -2.644], [6.774, -0.834, 1.059], [-1.255, -3.635, -1.375], [2.466, -1.155, 1.757], [-7.689, 2.157, -0.164], [-6.966, 1.452, 0.196], [-3.515, 0.853, 0.519], [-5.517, -1.145, 1.515], [0.632, -2.414, -2.308], [3.116, 1.001, 0.657], [-1.043, 0.482, -1.349], [0.791, 1.112, 0.105], [6.320, -2.302, 0.193], [-1.403, -2.596, -1.659], [5.060, -0.347, -0.683], [-8.021, -0.258, 1.049], [5.689, -2.004, 1.812], [-7.104, 0.239, 0.805], [-1.070, 1.482, -1.788], [-0.656, -0.045, 2.181], [-1.208, 0.150, 1.094], [-0.171, -0.434, -2.212], [-4.945, 0.747, 0.565], [-0.601, -0.452, -3.215], [0.791, -0.861, 1.719], [-0.527, 0.572, 0.009], [0.350, -1.841, -0.667], [4.486, 2.716, 0.044], [5.054, 1.053, 1.310], [-2.090, -2.147, -0.945], [-2.056, 0.088, -1.311], [4.768, -0.805, 0.264], [4.037, -0.094, 2.193], [-5.796, -0.223, 1.047], [-2.666, -0.066, 0.996], [3.966, -1.516, 0.057], [3.375, 2.238, 0.085], [2.446, 3.805, -0.794], [0.098, 3.146, -0.916], [0.833, -0.009, -2.289], [0.963, 2.430, -0.445], [4.271, 0.299, 1.199], [-5.675, 1.765, 0.047], [1.691, -0.787, 1.230], [-3.028, -0.936, 1.524], [-0.066, -1.862, -1.675], [5.962, -1.532, 0.871]], "lowdin_charge": [0.22, 0.14, -0.20, 0.08, 0.08, 0.07, 0.09, 0.12, -0.12, 0.01, 0.11, 0.11, 0.06, -0.15, -0.08, 0.07, -0.10, 0.12, 0.10, 0.07, -0.06, 0.12, 0.03, -0.42, -0.17, -0.27, 0.12, 0.08, 0.03, 0.08, 0.08, 0.13, 0.06, 0.10, -0.23, 0.13, -0.01, 0.00, 0.10, -0.47, 0.17, 0.07, 0.11, -0.41, -0.15, 0.05, 0.18, 0.12, -0.25, -0.10]}

=====

<ii>
{"formula": "C18H24N4O4", "method": "ωB97M-V with the def2-TZVPD basis set", "spin_multiplicity": 1, "smiles": "CCNC(=O)OC1CCN(c2nncc3cc(OC)c(OC)cc23)CC1", "e_homo_ev": -8.2, "orbital_gap_ha": 0.3023, "symbols": ["C", "C", "C", "N", "C", "C", "N", "O", "H", "C", "C", "C", "H", "H", "H", "H", "H", "H", "N", "H", "H", "O", "H", "C", "H", "H", "C", "C", "H", "C", "C", "H", "C", "C", "O", "H", "C", "H", "H", "H", "N", "H", "O", "H", "C", "H", "H", "H", "C", "H"], "positions_angstrom": [[-1.101, -1.592, -1.592], [5.842, 1.303, 4.119], [-0.740, 0.193, 1.665], [-3.442, 1.811, -1.485], [-0.942, 1.377, 2.581], [-1.950, -3.566, -5.418], [-0.585, 0.648, 0.265], [-0.412, -3.597, -2.520], [-0.909, -3.281, -5.151], [-0.972, -4.827, -2.064], [0.158, 2.421, 2.430], [-3.032, -0.359, -2.329], [0.130, -0.402, 1.967], [5.627, 1.112, 5.179], [-1.800, -4.669, -1.341], [5.109, 2.727, 2.591], [-4.513, 1.050, -3.107], [-1.950, -4.601, -5.749], [3.465, 1.793, 3.579], [6.872, 1.656, 4.001], [-4.174, -1.353, -3.904], [1.359, 1.759, 2.774], [-1.874, 1.821, 2.333], [-1.926, -0.487, -1.468], [-0.230, -1.611, -0.979], [3.358, 0.786, 3.416], [-2.485, -2.525, -3.372], [-1.337, -2.603, -2.540], [-0.086, 3.334, 3.047], [4.839, 2.339, 3.581], [-1.678, 0.605, -0.593], [-2.351, -2.946, -6.230], [0.277, 2.856, 0.941], [0.478, 1.626, 0.006], [2.331, 3.745, 3.391], [-1.654, -0.483, 1.737], [-3.744, 0.857, -2.359], [-1.043, 1.006, 3.625], [-0.189, -5.450, -1.618], [5.700, 0.348, 3.605], [-2.436, 1.717, -0.617], [0.402, 1.964, -1.051], [-2.865, -3.449, -4.302], [4.864, 3.147, 4.288], [-3.315, -1.418, -3.242], [1.096, 3.555, 0.825], [-1.365, -5.394, -2.923], [1.473, 1.182, 0.158], [2.374, 2.507, 3.251], [-0.655, 3.368, 0.596]], "lowdin_charge": [0.09, -0.09, -0.15, 0.01, -0.13, -0.04, -0.12, -0.09, 0.11, -0.06, -0.30, -0.15, 0.11, 0.08, 0.11, 0.12, 0.12, 0.09, 0.07, 0.08, 0.13, 0.02, 0.10, -0.10, 0.13, 0.15, -0.23, -0.22, 0.17, -0.22, -0.25, 0.09, -0.10, -0.13, 0.06, 0.15, -0.08, 0.13, 0.09, 0.07, 0.10, 0.13, -0.10, 0.10, 0.07, 0.11, 0.09, 0.12, -0.55, 0.12]}

=====

It is <ii> that is the least stable of them.

=====

<i>
{"formula": "C4H11NS2", "method": "ωB97M-V with the def2-TZVPD basis set", "spin_multiplicity": 2, "e_homo_ev": [-13.8, -13.8], "orbital_gap_ha": [0.3597, 0.2142], "charge": 1, "symbols": ["H", "H", "S", "H", "C", "H", "H", "H", "N", "H", "H", "H", "H", "C", "C", "H", "S", "C"], "positions_angstrom": [[3.079, 0.704, -0.074], [-3.316, -1.689, 1.417], [-0.682, 0.110, 1.151], [-2.315, 0.405, -0.606], [-2.158, -0.335, 0.181], [-1.958, -1.219, -0.425], [-4.244, -0.326, 0.733], [1.562, -0.823, -1.972], [3.003, 0.929, -1.065], [3.433, 1.854, -1.039], [1.541, 1.617, -2.331], [1.116, 1.819, -0.616], [-3.218, -0.018, 2.058], [0.891, -0.240, -1.346], [1.565, 1.148, -1.357], [-0.125, -0.287, -1.736], [0.908, -0.833, 0.372], [-3.289, -0.635, 1.158]], "lowdin_charge": [0.05, 0.09, 0.74, 0.09, -0.52, 0.08, 0.09, 0.10, 0.00, 0.09, 0.12, 0.10, 0.07, -0.45, -0.33, 0.08, 0.74, -0.14]}

=====

<ii>
{"formula": "C4H11NS2", "method": "ωB97M-V with the def2-TZVPD basis set", "spin_multiplicity": 2, "e_homo_ev": [-13.1, -12.9], "orbital_gap_ha": [0.3722, 0.1704], "charge": 1, "symbols": ["C", "C", "H", "H", "H", "H", "S", "H", "N", "H", "C", "C", "S", "H", "H", "H", "H", "H"], "positions_angstrom": [[0.595, 0.513, 2.487], [-0.276, 0.102, 0.032], [-0.890, -3.234, -2.922], [0.495, 1.248, 3.350], [-1.421, -0.031, 0.374], [-0.568, 1.889, 1.270], [0.246, -1.021, -2.640], [0.047, -0.347, 2.689], [1.437, 1.782, 0.642], [-1.847, -2.028, -1.832], [0.276, 1.180, 1.140], [-1.201, -2.071, -2.764], [-0.454, 0.630, -1.750], [2.233, 1.268, 0.659], [1.759, 0.371, 2.610], [0.149, -0.881, 0.252], [1.391, 2.424, -0.104], [-1.973, -1.793, -3.492]], "lowdin_charge": [-0.03, -0.43, 0.11, 0.12, 0.14, 0.16, 0.48, 0.06, 0.25, 0.04, -0.40, -0.49, 0.52, 0.10, 0.13, 0.08, 0.12, 0.04]}

=====

It is <ii> that is the least stable of them.